Computed, not measured: C38H32AuN3O5PS as an isolated structure in a non-equilibrium geometry, with the ωB97M-V functional and the def2-TZVPD basis.

Geometry (Å):
Au: 0.0575 -0.3409 -0.0444
C: -3.6405 0.2805 3.1206
C: -2.3127 0.6536 2.4644
C: -1.9047 2.0755 2.8405
C: -1.2544 -0.4069 2.8158
C: -0.8573 -0.4604 4.3042
O: 0.5615 -0.3062 4.2915
C: 0.9654 -0.1514 3.0347
N: 0.0280 -0.1923 2.1502
C: 2.4183 -0.0418 2.8655
C: 3.1892 -0.1841 4.0280
C: 4.5699 -0.2043 3.9817
C: 5.2220 -0.0760 2.7657
C: 4.4830 0.1051 1.6136
C: 3.0886 0.1383 1.6437
P: 2.2659 0.4577 0.0644
C: 3.4246 -0.2286 -1.1435
C: 4.1885 0.5249 -2.0291
C: 5.0863 -0.1160 -2.8665
C: 5.2239 -1.4941 -2.8279
C: 4.4614 -2.2448 -1.9452
C: 3.5647 -1.6158 -1.1055
C: 2.2610 2.2449 -0.1345
C: 1.9910 2.7463 -1.4093
C: 1.9950 4.1104 -1.6213
C: 2.2049 4.9752 -0.5571
C: 2.4129 4.4776 0.7191
C: 2.4582 3.1129 0.9357
H: -4.3983 1.0156 2.8626
H: -3.5476 0.2568 4.2051
H: -3.9842 -0.6940 2.7805
H: -2.4348 0.6260 1.3806
H: -1.8966 2.2220 3.9183
H: -2.6292 2.7699 2.4233
H: -0.9295 2.3245 2.4256
H: -1.6406 -1.3799 2.4876
H: -1.1093 -1.4132 4.7771
H: -1.2758 0.3579 4.8939
H: 2.6830 -0.2813 4.9759
H: 5.1350 -0.3229 4.8922
H: 6.2985 -0.1107 2.7108
H: 4.9951 0.2175 0.6697
H: 4.1039 1.6021 -2.0482
H: 5.6866 0.4701 -3.5455
H: 5.9330 -1.9809 -3.4797
H: 4.5713 -3.3168 -1.9099
H: 2.9772 -2.1784 -0.3911
H: 1.7909 2.0576 -2.2203
H: 1.8339 4.5046 -2.6127
H: 2.2025 6.0407 -0.7243
H: 2.5469 5.1564 1.5467
H: 2.6566 2.7169 1.9219
O: -6.4264 -2.8780 0.6104
C: -5.7713 -3.5917 -0.0969
O: -5.7880 -4.6169 -0.7169
C: -4.2548 -2.9070 -0.2298
C: -3.1626 -3.6076 0.2410
C: -1.9347 -2.9650 0.2160
N: -1.8072 -1.7243 -0.2343
C: -2.8603 -1.0890 -0.7103
C: -4.1365 -1.6399 -0.7413
C: -2.6403 0.3552 -1.2706
O: -3.3114 0.6636 -2.2283
O: -1.7571 0.9937 -0.6536
H: -3.2515 -4.6171 0.6070
H: -1.0368 -3.4535 0.5668
H: -4.9550 -1.0695 -1.1470
S: -0.3381 0.3152 -4.6811
C: -0.2838 0.5820 -2.9959
N: 0.1393 -0.4120 -2.2790
C: 0.4606 -1.5039 -3.0372
C: 0.9248 -2.7312 -2.5724
C: 1.2087 -3.7174 -3.4910
C: 1.0248 -3.5015 -4.8579
C: 0.5601 -2.2939 -5.3371
C: 0.2778 -1.2944 -4.4173
H: -0.6083 1.5108 -2.5619
H: 1.0294 -2.8846 -1.5100
H: 1.5705 -4.6756 -3.1522
H: 1.2377 -4.2998 -5.5506
H: 0.4177 -2.1285 -6.3929

- total energy (eV) = -78443.116
- multiplicity = 3
- HOMO (spin up / spin down) (eV) = -10.21 / -11.48
- frontier orbital gap (spin up / spin down) (eV) = 7.16 / 6.05
- total charge = +1

Here are the Mulliken charges for atoms 1 to 4, given in e:
1 Au 1.7231
2 C -1.7261
3 C 1.3840
4 C -1.8273